{"formula": "C24H40N2ORuS3Sb2", "method": "the ωB97M-V functional and the def2-TZVPD basis", "symbols": ["Ru", "C", "C", "C", "C", "C", "H", "H", "H", "H", "H", "C", "Sb", "C", "C", "C", "C", "C", "C", "C", "C", "C", "Sb", "C", "C", "H", "H", "H", "H", "H", "H", "H", "H", "H", "H", "H", "H", "H", "H", "H", "H", "H", "H", "H", "H", "C", "C", "N", "C", "S", "N", "C", "C", "H", "H", "H", "H", "H", "H", "H", "H", "H", "H", "H", "H", "C", "O", "C", "S", "S", "H", "H", "H"], "coordinates": [[0.284, -0.731, 0.727], [0.407, -1.522, 3.048], [-0.451, -0.435, 3.231], [0.222, 0.708, 2.782], [1.536, 0.334, 2.378], [1.649, -1.047, 2.541], [0.187, -2.547, 3.306], [-1.429, -0.471, 3.678], [-0.150, 1.722, 2.832], [2.322, 1.010, 2.095], [2.534, -1.639, 2.397], [0.929, 2.545, -1.884], [-0.359, 1.376, -0.701], [-1.420, 2.903, 0.307], [-1.723, 0.782, -2.246], [-3.105, 1.311, -2.020], [-3.454, 2.574, -2.486], [-4.705, 3.119, -2.235], [-5.629, 2.390, -1.501], [-5.295, 1.120, -1.051], [-4.044, 0.563, -1.305], [-3.746, -0.843, -0.844], [-2.397, -1.011, 0.806], [-3.039, -2.817, 1.665], [-3.496, 0.339, 2.027], [1.604, 3.135, -1.263], [0.292, 3.224, -2.451], [1.499, 1.903, -2.550], [-2.235, 3.252, -0.328], [-0.731, 3.724, 0.506], [-1.820, 2.533, 1.248], [-1.668, -0.305, -2.253], [-1.299, 1.148, -3.182], [-2.729, 3.140, -3.063], [-4.956, 4.101, -2.612], [-6.609, 2.799, -1.291], [-6.027, 0.538, -0.501], [-3.353, -1.457, -1.652], [-4.655, -1.314, -0.466], [-4.128, -2.838, 1.640], [-2.696, -2.855, 2.698], [-2.618, -3.649, 1.108], [-4.418, -0.170, 2.311], [-3.749, 1.226, 1.448], [-2.958, 0.631, 2.923], [6.181, 2.231, 0.175], [4.833, 2.167, 0.883], [3.812, 1.451, 0.120], [3.628, 0.126, 0.090], [2.352, -0.566, -0.843], [4.483, -0.639, 0.769], [4.479, -2.111, 0.777], [5.562, -2.674, -0.122], [6.889, 2.807, 0.770], [6.080, 2.712, -0.797], [6.606, 1.238, 0.012], [4.451, 3.171, 1.057], [4.924, 1.698, 1.866], [3.191, 1.969, -0.481], [5.297, -0.198, 1.168], [3.494, -2.436, 0.447], [4.624, -2.432, 1.810], [5.377, -2.396, -1.160], [5.573, -3.761, -0.054], [6.551, -2.310, 0.166], [-2.279, -3.927, -2.555], [-1.644, -3.414, -1.371], [-0.341, -3.082, -1.433], [0.452, -2.876, -2.826], [0.371, -3.071, 0.209], [-3.268, -4.239, -2.232], [-1.711, -4.773, -2.936], [-2.341, -3.165, -3.330]], "forces_ev_per_a": [[-0.6, 1.1, 1.8], [0.0, -0.6, -0.5], [-0.1, 0.1, 0.5], [-0.2, 0.3, -0.6], [0.2, 0.5, -0.1], [0.4, -0.5, 0.1], [0.0, 0.0, -0.1], [0.0, 0.0, 0.0], [0.0, 0.0, -0.1], [0.0, 0.1, 0.0], [0.0, -0.1, 0.0], [0.2, 0.1, 0.0], [-0.2, -0.9, 0.0], [0.0, 0.1, 0.1], [0.0, 0.1, -0.2], [0.1, -0.1, -0.1], [0.0, 0.1, -0.1], [0.0, -0.1, 0.0], [0.1, 0.0, 0.0], [0.0, 0.0, 0.0], [-0.1, -0.2, 0.1], [-0.1, 0.1, -0.2], [0.6, -0.1, -0.1], [0.0, -0.1, 0.1], [0.0, 0.1, 0.0], [0.0, 0.0, 0.0], [0.1, 0.0, 0.0], [0.0, 0.0, 0.0], [0.0, 0.0, 0.1], [0.0, 0.0, 0.0], [0.0, 0.0, 0.0], [0.0, 0.0, -0.1], [0.0, 0.0, 0.0], [0.0, 0.0, 0.0], [0.0, 0.0, 0.0], [0.0, 0.0, 0.0], [0.0, 0.0, 0.0], [0.0, -0.1, 0.0], [0.0, 0.0, -0.1], [0.0, 0.0, 0.0], [0.0, 0.0, 0.0], [0.0, 0.0, 0.0], [0.0, 0.0, 0.0], [0.0, 0.0, 0.0], [0.0, 0.0, 0.0], [0.0, 0.0, 0.0], [0.0, -0.1, -0.1], [-0.1, 0.0, 0.0], [0.2, -0.3, -0.1], [0.1, 0.0, -0.1], [-0.2, -0.2, 0.0], [0.0, 0.1, 0.0], [0.0, 0.0, -0.1], [0.0, 0.0, 0.0], [0.0, 0.0, 0.0], [0.0, 0.0, 0.0], [0.0, 0.0, 0.0], [0.0, 0.0, 0.0], [0.1, 0.0, 0.0], [0.0, 0.0, 0.0], [0.0, 0.0, 0.0], [0.0, 0.0, 0.0], [0.0, 0.0, 0.0], [0.0, 0.0, 0.0], [0.0, 0.0, 0.0], [0.0, 0.2, 0.0], [0.0, -0.1, 0.2], [-0.1, -0.5, 0.5], [0.3, 0.2, -0.3], [-0.4, 0.4, -0.8], [0.0, 0.0, 0.0], [0.0, 0.0, 0.0], [0.0, 0.0, 0.0]], "lowdin_spin": [0.751, -0.005, 0.145, 0.003, 0.045, 0.036, -0.001, 0.007, -0.001, 0.002, 0.001, -0.005, -0.016, -0.002, -0.003, 0.000, 0.000, 0.000, 0.000, 0.000, 0.000, -0.004, 0.006, 0.000, 0.002, 0.000, -0.001, 0.000, 0.000, 0.000, 0.000, 0.000, 0.000, 0.000, 0.000, 0.000, 0.000, 0.000, 0.000, 0.000, 0.000, 0.000, 0.000, 0.000, 0.000, 0.000, 0.001, 0.006, 0.019, 0.034, 0.009, 0.000, 0.000, 0.000, 0.000, 0.000, 0.000, 0.000, 0.000, 0.000, 0.000, 0.000, 0.000, 0.000, 0.000, 0.000, 0.000, -0.002, -0.007, -0.021, 0.000, 0.000, 0.000], "multiplicity": 2, "total_charge": 1, "e_homo_ev": [-9.44, -9.91], "mol_weight_g_mol": 813.4, "homo_lumo_gap_ev": [6.38, 7.16], "lumo_energy_ev": [-3.06, -2.75], "de_lowest_kj_mol": 26.16}